(1)
134
Properties=species:S:1:pos:R:3:mulliken_charge:R:1 method="wB97M-V/def2-TZVPD" smiles="[H]/N=C(/C)C[C@]1(C[C@@H](C)O)COS(=O)(=O)O1.CCOP(=O)(OCC)OCC.CCOP(=O)(OCC)OCC.CCOP(=O)(OCC)OCC.CCOP(=O)(OCC)OCC" gap_ev=9.20 total_charge=0
C 0.8277 0.8647 1.7064 -1.14
C 1.3183 1.7263 0.5495 0.31
N 2.5427 1.6334 0.2557 -0.45
C 0.4376 2.7176 -0.2378 -1.36
C -1.0623 2.3100 -0.4030 1.50
C -1.0969 1.2290 -1.5299 -1.26
C -2.1384 0.1317 -1.3432 0.17
C -1.9416 -0.7454 -0.0915 -0.93
O -3.4746 0.6484 -1.4126 -0.43
C -1.7031 3.5826 -1.0512 -0.90
O -1.9591 4.4913 0.0439 -0.37
S -2.3927 3.5787 1.3155 1.07
O -3.7848 3.3581 1.4336 -0.59
O -1.7132 3.9581 2.4915 -0.56
O -1.8475 2.1324 0.7543 -0.23
H 0.7881 -0.1959 1.4267 0.24
H -0.1231 1.2015 2.1292 0.35
H 1.5966 0.9315 2.4910 0.29
H 2.7287 2.2864 -0.5120 0.23
H 0.8560 2.7901 -1.2481 0.59
H 0.4910 3.6980 0.2616 0.55
H -1.3457 1.7513 -2.4703 0.48
H -0.0840 0.8325 -1.6753 0.20
H -2.0460 -0.5412 -2.2190 0.45
H -0.9382 -0.6479 0.3400 -0.25
H -2.1203 -1.8127 -0.2647 0.54
H -2.6234 -0.3841 0.6942 0.29
H -4.0148 -0.1294 -1.2215 0.18
H -0.9521 3.9482 -1.7532 0.45
H -2.6971 3.3530 -1.4573 0.54
O -6.0937 -1.2481 -4.6368 -0.78
P -7.2389 -0.2809 -4.6050 1.14
O -7.8646 -0.5285 -3.1092 -0.37
C -7.1454 -0.0403 -1.9787 -0.28
C -7.1741 1.4758 -1.9003 -1.05
O -8.3022 -1.1633 -5.5004 -0.36
C -7.8751 -2.2228 -6.3526 -0.33
C -8.0315 -3.5597 -5.6560 -1.14
O -8.1481 1.0838 -4.8314 -0.34
C -8.9815 1.2954 -5.9820 -0.15
C -10.4058 0.8736 -5.6877 -1.10
H -6.1145 -0.4070 -2.0112 0.22
H -7.6187 -0.4620 -1.0917 0.33
H -6.6282 1.9189 -2.7381 0.24
H -6.7176 1.8249 -0.9735 0.42
H -8.1994 1.8419 -1.9552 0.32
H -6.8533 -2.0696 -6.6974 0.35
H -8.5124 -2.2003 -7.2409 0.36
H -7.5503 -3.5608 -4.6780 0.28
H -7.6080 -4.3657 -6.2573 0.38
H -9.0892 -3.7717 -5.4861 0.30
H -8.5772 0.7942 -6.8597 0.26
H -8.9673 2.3665 -6.1942 0.35
H -10.4654 -0.1408 -5.3000 0.29
H -11.0163 0.9352 -6.5897 0.36
H -10.8417 1.5205 -4.9239 0.32
O -0.8840 -2.5828 3.1353 -0.79
P -1.6676 -2.8281 4.3954 1.23
O -0.4687 -2.7333 5.5171 -0.39
C 0.0545 -1.4488 5.8568 -0.15
C -0.9400 -0.6130 6.6418 -1.07
O -1.7424 -4.4700 4.2496 -0.39
C -1.5661 -5.1273 2.9978 -0.22
C -0.1401 -5.6204 2.8542 -1.16
O -2.8170 -2.8716 5.5913 -0.37
C -3.8255 -3.8902 5.6824 -0.15
C -3.3786 -4.9929 6.6193 -1.11
H 0.3658 -0.9253 4.9472 0.18
H 0.9464 -1.6211 6.4599 0.30
H -1.8058 -0.3547 6.0250 0.26
H -0.4786 0.3130 6.9858 0.42
H -1.3134 -1.1688 7.5021 0.26
H -1.8517 -4.4842 2.1661 0.22
H -2.2485 -5.9817 2.9819 0.37
H 0.5802 -4.8232 3.0379 0.27
H 0.0337 -6.0288 1.8574 0.38
H 0.0615 -6.4017 3.5899 0.33
H -4.0931 -4.2701 4.6979 0.26
H -4.7204 -3.4185 6.0938 0.36
H -2.3987 -5.3860 6.3585 0.28
H -4.0949 -5.8157 6.6093 0.37
H -3.2953 -4.6122 7.6390 0.32
O 4.1021 2.5679 -3.7245 -0.77
P 4.1478 1.5872 -4.8593 1.18
O 4.2477 0.1505 -4.0758 -0.41
C 3.0879 -0.3419 -3.4098 -0.20
C 2.0107 -0.7828 -4.3851 -1.16
O 5.7275 1.7901 -5.2696 -0.36
C 6.4677 2.9451 -4.8791 -0.32
C 7.2840 2.6563 -3.6353 -1.07
O 3.8415 0.8500 -6.3099 -0.37
C 4.5894 1.1212 -7.5064 -0.15
C 5.7013 0.1075 -7.6754 -1.10
H 2.7049 0.4251 -2.7280 0.19
H 3.4029 -1.1920 -2.8051 0.35
H 1.6159 0.0714 -4.9438 0.25
H 1.1824 -1.2571 -3.8566 0.43
H 2.4171 -1.4824 -5.1153 0.34
H 5.8165 3.8067 -4.7380 0.33
H 7.1401 3.1925 -5.7050 0.36
H 6.6678 2.2390 -2.8387 0.23
H 7.7686 3.5617 -3.2670 0.38
H 8.0546 1.9151 -3.8571 0.30
H 4.9606 2.1445 -7.5162 0.26
H 3.8959 1.0278 -8.3447 0.35
H 6.3284 0.0293 -6.7902 0.29
H 6.3334 0.3723 -8.5242 0.36
H 5.2842 -0.8870 -7.8450 0.32
O 3.9408 1.5718 4.3717 -0.77
P 5.1522 0.9975 5.0438 1.19
O 5.9087 2.3397 5.6091 -0.38
C 5.3494 3.0222 6.7294 -0.32
C 5.4927 2.2274 8.0151 -0.97
O 6.0503 0.7183 3.6954 -0.36
C 5.4586 0.6415 2.3974 -0.25
C 5.5881 1.9632 1.6723 -0.98
O 6.1313 -0.0052 5.9289 -0.36
C 6.8547 -1.1052 5.3560 -0.15
C 8.2668 -0.6844 5.0067 -1.12
H 4.2978 3.2529 6.5328 0.25
H 5.8831 3.9683 6.8212 0.32
H 4.8936 1.3130 7.9776 0.26
H 5.1625 2.8165 8.8714 0.41
H 6.5293 1.9257 8.1659 0.23
H 4.4200 0.3191 2.4520 0.18
H 5.9976 -0.1304 1.8410 0.42
H 5.2151 2.7939 2.2723 0.24
H 5.0436 1.9405 0.7300 0.20
H 6.6394 2.1782 1.4634 0.35
H 6.3265 -1.5220 4.5002 0.26
H 6.8975 -1.8896 6.1149 0.36
H 8.2908 0.2095 4.3877 0.28
H 8.7840 -1.4858 4.4769 0.36
H 8.8257 -0.4453 5.9138 0.32

***

(2)
130
Properties=species:S:1:pos:R:3:mulliken_charge:R:1 method="wB97M-V/def2-TZVPD" gap_ev=7.83 total_charge=0
Ag -2.6671 -2.1349 10.3959 0.90
Cl -5.1928 -1.1204 11.2046 -0.88
C -4.6476 2.8684 11.7522 -0.63
O -4.7219 3.5909 10.4891 -0.50
C -5.5315 2.8342 9.5186 0.60
C -5.8255 3.7560 8.3459 -0.88
O -4.7119 4.4105 7.8059 -0.28
C -5.0564 5.3442 6.8325 -0.91
H -3.8505 2.9988 12.4840 0.44
H -4.6185 1.7905 11.5929 0.16
H -5.4210 3.2189 12.4357 0.32
H -6.5055 2.5278 9.8999 -0.31
H -5.0525 1.9163 9.1777 0.28
H -6.5254 4.5493 8.6084 0.42
H -6.4141 3.1097 7.6949 0.35
H -5.5690 6.1900 7.2907 0.37
H -5.6853 5.1746 5.9585 0.34
H -4.0828 5.7592 6.5718 0.28
C -4.7204 1.6775 15.5936 -0.78
O -3.7732 0.7606 16.1244 -0.40
C -2.6355 0.7264 15.3249 -0.21
C -1.6352 -0.3212 15.9132 -0.68
O -0.4645 -0.5245 15.1465 -0.12
C 0.4600 -1.4054 15.8156 -0.83
H -4.4051 2.7208 15.5870 0.39
H -5.5928 1.7181 16.2458 0.38
H -5.2689 1.4493 14.6798 0.23
H -2.2235 1.7352 15.3482 0.49
H -2.8915 0.3900 14.3202 0.18
H -2.2428 -1.2205 16.0147 0.23
H -1.6029 -0.0123 16.9580 0.35
H 0.2688 -2.4111 15.4411 0.23
H 0.4367 -1.3617 16.9044 0.35
H 1.4535 -1.2277 15.4038 0.27
C -7.6242 1.6355 13.1107 -0.29
C -8.4314 1.6772 11.8671 0.44
O -9.4463 2.4724 11.9112 -0.75
N -8.0891 0.8890 10.8191 0.42
C -8.6717 1.0670 9.4578 -0.82
H -6.5839 1.4853 12.8218 -0.35
H -7.8671 0.7103 13.6334 0.21
H -7.6526 2.5368 13.7229 0.45
H -7.4737 0.1214 11.0475 -0.20
H -9.7600 1.0671 9.5185 0.39
H -8.4704 0.2384 8.7788 0.06
H -8.3089 2.0225 9.0790 0.33
C -6.8412 -6.4711 5.2682 -1.15
C -7.0495 -5.0084 5.5771 0.72
O -8.1648 -4.6408 5.9571 -0.58
N -5.8991 -4.2975 5.6663 -0.13
C -5.7939 -2.8636 5.8866 -0.63
H -7.7555 -6.8833 4.8413 0.33
H -6.6224 -6.9064 6.2433 0.24
H -6.0361 -6.4991 4.5340 0.37
H -5.0531 -4.8323 5.5309 0.18
H -5.3896 -2.4209 4.9763 0.37
H -5.1345 -2.6302 6.7225 0.13
H -6.7928 -2.4929 6.1163 0.15
C -10.2257 -2.1873 7.1849 -0.64
C -10.6131 -2.8734 8.4034 0.73
O -11.6997 -3.3854 8.6097 -0.74
N -9.7461 -3.0893 9.3630 0.12
C -8.2817 -3.0529 9.2253 -0.17
H -10.4707 -2.7872 6.3085 0.22
H -9.1931 -1.8416 7.1366 -0.05
H -10.7427 -1.2583 6.9448 0.34
H -10.1599 -3.5263 10.1741 0.15
H -7.9070 -2.0863 8.8884 -0.02
H -7.7396 -3.6898 8.5264 0.07
H -7.8814 -3.2099 10.2269 -0.03
C -0.4160 1.6973 8.6279 -1.30
C -0.4638 0.6223 9.7311 0.38
O -1.1444 -0.3661 9.6596 -0.15
N 0.2598 0.8937 10.8030 -0.13
C 0.1203 0.2332 12.1003 -0.52
H 0.3646 1.5774 7.8767 0.31
H -0.3840 2.6852 9.0873 0.39
H -1.3520 1.8394 8.0878 0.35
H 1.1304 1.3744 10.6270 0.25
H 0.3860 -0.8238 12.0845 0.17
H -0.9441 0.3216 12.3184 0.02
H 0.7690 0.7832 12.7821 0.32
C -0.8446 -4.2897 13.0158 -0.97
C -2.1624 -4.8356 12.4744 0.58
O -2.4827 -4.4261 11.3893 -0.59
N -2.7420 -5.8251 13.2104 -0.08
C -3.7826 -6.6036 12.6930 -0.97
H -1.2254 -3.5828 13.7529 0.12
H -0.2419 -3.8219 12.2372 0.23
H -0.2148 -4.9886 13.5662 0.46
H -2.1551 -6.0451 14.0024 0.20
H -3.3164 -7.2059 11.9132 0.38
H -4.5338 -6.0972 12.0869 0.23
H -4.3054 -7.2170 13.4269 0.38
C -2.1128 -2.6577 6.7666 -1.05
C -1.1681 -3.5398 7.4315 0.90
O -1.0208 -3.4350 8.6711 -0.58
N -0.5707 -4.4543 6.6976 -0.20
C 0.4093 -5.3171 7.3702 -0.87
H -2.1620 -1.7261 7.3304 0.19
H -3.1173 -3.0507 6.6103 -0.05
H -1.6520 -2.2539 5.8651 0.46
H -1.0524 -4.6423 5.8300 0.24
H 0.6258 -5.0181 8.3958 0.28
H 1.2936 -5.4623 6.7498 0.30
H -0.0696 -6.2909 7.2684 0.35
C -7.0020 -3.7480 18.1749 -1.26
C -6.5252 -3.2074 16.8121 0.82
O -6.9902 -2.2550 16.2388 -0.64
N -5.3771 -3.7498 16.3168 -0.03
C -4.7217 -3.5148 15.0753 0.65
H -7.8922 -4.3694 18.0775 0.29
H -7.2188 -2.9260 18.8572 0.31
H -6.2407 -4.3290 18.6955 0.37
H -5.0249 -4.5450 16.8304 0.21
H -4.3757 -4.4275 14.5902 0.02
H -3.9207 -2.7919 15.2299 -0.44
H -5.4717 -3.1141 14.3933 -0.26
C -9.8708 -2.7749 14.0467 -0.88
C -9.1718 -3.8835 13.3629 0.96
O -9.7446 -4.4216 12.3825 -0.75
N -7.9264 -4.1267 13.7222 0.22
C -7.0167 -5.0198 13.0427 -1.22
H -10.8913 -2.8877 14.4127 0.35
H -10.1196 -2.0064 13.3148 0.20
H -9.1045 -2.3299 14.6815 0.16
H -7.5034 -3.4531 14.3446 -0.29
H -7.6274 -5.7132 12.4645 0.44
H -6.3994 -5.6534 13.6796 0.43
H -6.4119 -4.5025 12.2979 0.31

***

Sequential E output: -4662.708581; -3212.863614 Eh